16
Properties=species:S:1:pos:R:3:nbo_charge:R:1 method="wB97M-V/def2-TZVPD" homo_ev=-5.236 charge=-1 energy_ev=-13469.29487 orbital_gap_ev=8.21 relative_energy_kj_mol=186.3
O 0.900 1.411 -0.414 -0.816
C 1.467 0.633 0.366 0.642
O 1.616 -0.556 0.307 -0.762
H 2.161 1.160 1.040 0.006
H 2.039 1.857 -2.033 0.518
H 2.653 3.239 -2.613 0.458
O 2.162 2.483 -2.758 -0.988
H 0.276 2.618 0.738 0.505
H 1.179 3.730 0.309 0.459
O 0.547 3.606 1.014 -1.006
H -5.346 -3.650 0.576 0.465
H -5.104 -4.888 1.343 0.461
O -5.087 -4.531 0.498 -0.926
H 0.152 -2.620 -0.201 0.466
H 0.608 -1.977 1.080 0.505
O -0.223 -2.516 0.748 -0.988



11
Properties=species:S:1:pos:R:3:nbo_charge:R:1 method="wB97M-V/def2-TZVPD" s_squared=1.775 homo_ev="-20.043 / -19.154" charge=+2 energy_ev=-34798.65836 spin_multiplicity=2 orbital_gap_ev="5.46 / 3.34"
Al 29.832 22.752 -31.218 1.117
C 32.144 23.549 -36.207 0.851
F 33.024 24.326 -36.964 -0.222
F 30.978 23.642 -36.839 -0.203
F 32.436 22.214 -36.076 -0.215
S 31.992 24.378 -34.488 2.099
O 31.473 25.756 -34.626 -0.333
O 31.057 23.512 -33.706 -0.731
O 33.405 24.445 -34.021 -0.403
O 31.720 21.030 -29.929 -0.434
H 32.048 20.155 -29.642 0.475



6
Properties=species:S:1:pos:R:3:nbo_charge:R:1 method="wB97M-V/def2-TZVPD" homo_ev="-27.689 / -27.689" charge=+3 energy_ev=-11908.32187 orbital_gap_ev="8.09 / 8.09" relative_energy_kj_mol=126.3
H -0.434 -2.229 -0.284 0.620
O 0.162 -1.596 0.265 -0.636
C -0.857 -0.854 0.012 1.052
O -1.147 0.199 -0.347 -0.174
Li 2.140 -1.641 0.033 0.972
Al 0.991 0.570 0.578 1.165



6
Properties=species:S:1:pos:R:3:nbo_charge:R:1 method="wB97M-V/def2-TZVPD" homo_ev=-10.007 energy_ev=-154689.38899 orbital_gap_ev=8.78 relative_energy_kj_mol=78.6 smiles=FC(S)(Br)Br
C 0.220 -0.002 -0.162 0.152
F -0.169 0.009 -1.419 -0.324
S -1.084 0.080 1.015 0.107
Br 1.371 1.972 0.258 -0.141
Br 1.403 -1.533 0.225 0.083
H -1.740 -0.525 0.083 0.123



7
Properties=species:S:1:pos:R:3:nbo_charge:R:1 method="wB97M-V/def2-TZVPD" homo_ev=-3.331 charge=-1 energy_ev=-156067.70110 orbital_gap_ev=6.75 relative_energy_kj_mol=239.2
C -0.089 -0.453 -0.040 -0.620
O 2.727 -0.408 -1.778 -0.895
O 4.366 -0.258 -0.003 -0.938
S 3.235 -0.935 -0.535 1.638
Br 1.517 0.227 1.094 -0.129
Br -0.213 -2.459 -0.002 -0.192
H -1.095 -0.279 0.514 0.136



5
Properties=species:S:1:pos:R:3:nbo_charge:R:1 method="wB97M-V/def2-TZVPD" homo_ev=-10.236 energy_ev=-211179.61852 orbital_gap_ev=9.44 relative_energy_kj_mol=60.5
C 0.183 19.880 11.787 -0.436
Br 2.018 20.858 11.826 0.020
Br -0.862 21.190 10.809 0.117
Br -0.254 18.967 13.516 0.086
H 0.258 18.986 11.168 0.213